Entry 1:
The following is a DFT calculation (wB97M-V/def2-TZVPD) of a molecular structure, C31H55MgO6Si at a distorted geometry.

Orbital gap in Ha: 0.1795
Strongest force on any atom in eV/A: 2.0
E_LUMO in eV: 2.1
Net charge: -1

Cartesian coordinates (Å):
O1 0.243 -0.208 -6.484
C1 0.147 1.083 -7.189
C2 -0.020 0.452 -8.564
H1 1.064 1.676 -7.062
H2 -0.723 1.665 -6.868
C3 0.091 -0.877 -7.776
H3 0.808 0.632 -9.253
H4 -1.003 0.605 -9.011
C4 1.330 -1.688 -8.122
H5 2.230 -1.075 -7.991
H6 1.278 -2.020 -9.172
H7 1.367 -2.576 -7.474
C5 -1.171 -1.725 -7.885
H8 -2.074 -1.152 -7.628
H9 -1.091 -2.608 -7.235
H10 -1.283 -2.075 -8.925
Mg1 0.597 -0.288 -0.557
C6 -2.569 -0.916 0.516
C7 -2.413 0.493 0.401
C8 -2.952 0.894 -0.863
H11 -1.962 1.146 1.147
C9 -3.392 -0.277 -1.540
C10 -3.186 -1.390 -0.678
H12 -3.484 -2.415 -0.882
H13 -2.283 -1.499 1.392
H14 -3.038 1.924 -1.211
H15 -3.840 -0.309 -2.527
C11 0.411 -2.529 0.720
C12 -0.235 -3.069 -0.418
C13 0.617 -2.895 -1.538
H16 -1.191 -3.588 -0.405
C14 1.801 -2.233 -1.106
C15 1.690 -2.040 0.318
H17 2.502 -1.755 0.996
H18 0.032 -2.540 1.743
H19 0.448 -3.314 -2.525
H20 2.705 -2.051 -1.691
O2 0.182 0.249 -2.579
C16 -0.651 -0.389 -3.632
C17 -1.409 0.736 -4.327
H21 -1.321 -1.126 -3.173
H22 0.024 -0.925 -4.316
C18 -0.455 1.918 -4.191
H23 -2.350 0.952 -3.796
H24 -1.628 0.506 -5.375
C19 0.139 1.731 -2.807
H25 -0.959 2.878 -4.338
H26 0.345 1.803 -4.930
H27 -0.515 2.159 -2.025
H28 1.156 2.119 -2.700
C20 1.388 3.926 3.067
C21 1.913 2.629 3.675
C22 3.040 2.024 2.854
C23 2.347 2.957 5.098
O3 0.808 1.692 3.741
Si1 0.411 0.386 2.797
O4 0.377 0.532 1.197
O5 1.531 -0.781 3.150
C24 1.782 -1.682 4.255
C25 2.881 -2.620 3.763
C26 2.274 -0.872 5.447
C27 0.525 -2.449 4.638
O6 -1.050 -0.064 3.448
C28 -1.983 0.624 4.337
C29 -3.300 -0.143 4.273
C30 -1.460 0.595 5.767
C31 -2.212 2.061 3.906
H29 2.197 4.668 3.032
H30 0.587 4.339 3.696
H31 1.019 3.776 2.044
H32 3.423 1.100 3.309
H33 2.711 1.806 1.827
H34 3.873 2.739 2.804
H35 1.517 3.410 5.662
H36 2.695 2.073 5.651
H37 3.170 3.685 5.049
H38 3.765 -2.044 3.469
H39 3.175 -3.312 4.559
H40 2.548 -3.218 2.907
H41 1.499 -0.171 5.783
H42 2.509 -1.555 6.275
H43 3.180 -0.313 5.178
H44 -0.269 -1.761 4.944
H45 0.159 -3.067 3.811
H46 0.753 -3.115 5.485
H47 -3.164 -1.185 4.589
H48 -4.026 0.325 4.954
H49 -3.720 -0.128 3.262
H50 -0.519 1.156 5.848
H51 -2.206 1.069 6.427
H52 -1.308 -0.437 6.110
H53 -1.281 2.635 3.940
H54 -2.642 2.120 2.900
H55 -2.924 2.516 4.610

=====

Entry 2:
The following is a DFT calculation (wB97M-V/def2-TZVPD) of a gas-phase ion, C3H7ClN3 (charge +1) at a distorted geometry.

Orbital gap (alpha / beta) in Ha: 0.3002 / 0.3002
Strongest force on any atom in eV/A: 4.2
E_LUMO (alpha / beta) in eV: -4.9 / -4.9
Net charge: +1
Relative energy (zero: lowest compared OMol25 entry of this formula, charge and spin) in kcal/mol: 85.1

Cartesian coordinates (Å):
C1 -0.006 -0.910 -0.173
C2 -2.199 0.208 0.119
C3 2.158 0.111 0.029
N1 0.036 1.202 0.391
N2 0.707 0.167 0.085
N3 -1.381 -0.802 -0.085
Cl1 -3.872 0.062 -0.007
H1 0.318 -1.765 -0.752
H2 -1.890 1.093 0.675
H3 2.525 1.047 -0.494
H4 2.410 0.054 1.050
H5 2.318 -0.813 -0.721
H6 0.696 1.951 0.267
H7 -1.819 -1.605 -0.384

=====

Entry 3:
The following is a DFT calculation (wB97M-V/def2-TZVPD) of 3 unconnected molecules or ions with the total composition H6O3 at a distorted geometry.

Orbital gap (alpha / beta) in Ha: 0.4446 / 0.1457
Multiplicity: 2
Strongest force on any atom in eV/A: 1.5
E_LUMO (alpha / beta) in eV: -4.1 / -12.1
Net charge: +1
Relative energy (zero: lowest compared OMol25 entry of this formula, charge and spin) in kcal/mol: 15.1

Cartesian coordinates (Å):
O1 16.965 10.771 -18.672
H1 16.500 11.338 -19.287
H2 16.434 10.793 -17.876
O2 18.328 8.571 -17.271
H3 17.944 9.250 -17.826
H4 18.325 7.785 -17.817
O3 20.772 9.485 -15.469
H5 20.757 9.837 -16.359
H6 19.917 9.068 -15.362

=====

Entry 4:
The following is a DFT calculation (wB97M-V/def2-TZVPD) of 4 unconnected molecules or ions with the total composition C4H17NO4 at a distorted geometry.

Orbital gap in Ha: 0.3610
Strongest force on any atom in eV/A: 4.7
E_LUMO in eV: 0.3
Relative energy (zero: lowest compared OMol25 entry of this formula, charge and spin) in kcal/mol: 39.9

Cartesian coordinates (Å):
C1 2.133 -1.552 1.145
N1 0.945 -1.651 2.057
C2 -0.248 -1.022 1.379
C3 -0.643 -1.610 -0.032
C4 0.090 0.578 1.420
O1 -0.788 1.440 0.662
H1 2.065 -1.939 0.076
H2 2.857 -2.110 1.679
H3 2.566 -0.532 1.232
H4 0.790 -2.581 2.198
H5 -1.133 -1.028 2.149
H6 -0.674 -2.737 0.168
H7 0.015 -1.318 -0.837
H8 -1.628 -1.304 -0.247
H9 -0.050 0.901 2.508
H10 1.052 0.804 0.956
H11 -1.709 1.422 0.947
O2 1.344 -0.777 -2.605
H12 1.866 -1.468 -2.301
H13 0.745 -1.310 -3.206
O3 -2.692 1.937 -1.077
H14 -1.884 2.454 -0.876
H15 -2.215 1.335 -1.728
O4 -0.082 2.274 -1.699
H16 0.488 1.544 -2.064
H17 -0.012 2.063 -0.774

=====

Entry 5:
The following is a DFT calculation (wB97M-V/def2-TZVPD) of C5H12N2 in the gas phase at a distorted geometry.

Orbital gap in Ha: 0.2708
Strongest force on any atom in eV/A: 5.9
E_LUMO in eV: 0.4
Relative energy (zero: lowest compared OMol25 entry of this formula, charge and spin) in kcal/mol: 131.6

Cartesian coordinates (Å):
C1 -1.417 0.529 -2.342
N1 -0.551 0.898 -1.387
C2 -0.867 1.184 -0.030
C3 -0.229 1.004 1.107
C4 0.081 -0.376 1.677
C5 0.736 -1.150 0.424
N2 2.060 -1.711 0.898
H1 -2.017 1.450 -2.697
H2 -2.292 -0.030 -1.957
H3 -0.963 -0.001 -3.198
H4 0.292 1.467 -1.605
H5 -1.755 1.789 -0.062
H6 0.357 1.878 1.741
H7 0.751 -0.129 2.492
H8 -0.628 -1.080 2.065
H9 1.090 -0.550 -0.428
H10 -0.092 -1.860 0.118
H11 2.719 -2.048 0.208
H12 2.148 -2.347 1.726

=====

Entry 6:
The following is a DFT calculation (wB97M-V/def2-TZVPD) of a molecular structure, C16H20I2N3O4SeTi.

Orbital gap in Ha: 0.2053
Strongest force on any atom in eV/A: 0.3
E_LUMO in eV: 1.6
Net charge: -1
Relative energy (zero: lowest compared OMol25 entry of this formula, charge and spin) in kcal/mol: 0.9

Cartesian coordinates (Å):
Ti1 0.255 1.370 0.006
C1 0.322 2.002 -3.005
N1 0.603 0.840 -2.140
C2 1.970 0.308 -2.439
C3 -0.318 -0.271 -2.336
C4 -0.930 -0.561 -3.536
C5 -1.771 -1.666 -3.624
C6 -1.986 -2.450 -2.503
C7 -1.370 -2.154 -1.294
C8 -0.514 -1.061 -1.201
N2 0.107 -0.580 -0.041
C9 0.249 -1.365 1.104
C10 0.432 -2.744 1.130
C11 0.614 -3.391 2.338
C12 0.629 -2.680 3.530
C13 0.487 -1.302 3.505
C14 0.312 -0.659 2.295
N3 0.195 0.795 2.175
C15 -1.140 1.208 2.689
C16 1.246 1.472 2.976
H1 0.550 1.771 -4.049
H2 0.961 2.824 -2.686
H3 -0.720 2.299 -2.906
H4 1.940 -0.175 -3.419
H5 2.279 -0.402 -1.671
H6 2.681 1.128 -2.451
H7 -0.770 0.070 -4.400
H8 -2.262 -1.896 -4.560
H9 -2.656 -3.299 -2.558
H10 -1.583 -2.752 -0.420
H11 0.501 -3.294 0.203
H12 0.789 -4.459 2.346
H13 0.791 -3.190 4.470
H14 0.539 -0.737 4.426
H15 -1.246 0.869 3.723
H16 -1.923 0.757 2.083
H17 -1.230 2.290 2.644
H18 1.061 1.312 4.041
H19 1.213 2.539 2.766
H20 2.218 1.065 2.701
O1 -1.606 1.470 -0.539
Se1 -1.925 3.114 -0.148
O2 -2.085 3.969 -1.490
O3 -0.363 3.238 0.501
O4 -3.069 3.219 0.963
I1 2.645 2.552 -0.006
I2 3.881 -1.391 0.811

=====

Entry 7:
The following is a DFT calculation (wB97M-V/def2-TZVPD) of C5H8N2O2 in the gas phase at a distorted geometry.

Orbital gap (alpha / beta) in Ha: 0.2539 / 0.2539
Strongest force on any atom in eV/A: 6.3
E_LUMO (alpha / beta) in eV: -1.2 / -1.2
Relative energy (zero: lowest compared OMol25 entry of this formula, charge and spin) in kcal/mol: 132.4

Cartesian coordinates (Å):
C1 -0.329 -1.420 -0.620
C2 -2.342 -0.391 0.518
C3 2.516 0.788 0.363
N1 -1.133 -0.276 -0.248
C4 -0.245 1.147 -0.368
C5 1.190 0.313 -0.118
O1 0.692 0.940 -1.354
N2 0.722 -0.916 0.197
O2 -0.827 2.155 -0.056
H1 -0.133 -1.473 -1.692
H2 -0.701 -2.364 -0.216
H3 -2.672 0.622 0.752
H4 -2.177 -0.943 1.448
H5 -3.123 -0.900 -0.059
H6 3.305 0.535 -0.348
H7 2.505 1.870 0.487
H8 2.751 0.312 1.314

=====

Entry 8:
The following is a DFT calculation (wB97M-V/def2-TZVPD) of a molecular structure, C28H29AsDyI2N4O2S5 at a distorted geometry.

Orbital gap (alpha / beta) in Ha: 0.2045 / 0.0965
Multiplicity: 6
Strongest force on any atom in eV/A: 6.0
E_LUMO (alpha / beta) in eV: -3.8 / -6.7
Net charge: +1

Cartesian coordinates (Å):
Dy1 0.238 0.778 1.797
I1 0.581 -0.709 4.910
C1 1.796 0.640 3.779
I2 2.826 0.343 0.230
H1 2.782 0.112 3.812
H2 1.867 1.453 4.481
O1 -2.802 -1.809 -2.097
C2 -2.533 -0.697 -2.784
C3 -2.924 -0.588 -4.167
C4 -2.622 0.555 -4.912
C5 -1.809 1.569 -4.363
C6 -1.332 1.466 -3.120
C7 -1.715 0.378 -2.248
C8 -1.319 0.220 -0.836
O2 -0.639 1.178 -0.234
N1 -1.804 -0.848 -0.165
N2 -1.607 -0.645 1.190
C9 -2.661 -1.059 1.905
S1 -4.175 -1.343 1.030
C10 -5.312 -1.445 2.406
C11 -4.665 -0.792 3.639
S2 -2.892 -0.785 3.608
H3 -2.317 -1.588 -0.966
H4 -3.407 -1.432 -4.626
H5 -2.927 0.687 -5.953
H6 -1.669 2.442 -4.982
H7 -0.680 2.178 -2.552
H8 -5.713 -2.470 2.549
H9 -6.145 -0.813 2.019
H10 -4.958 -1.312 4.625
H11 -5.022 0.250 3.790
S3 2.254 7.285 2.168
C12 1.335 5.873 1.997
S4 0.830 4.890 3.331
C13 -0.285 3.951 2.319
N3 -0.032 4.218 1.013
N4 0.792 5.323 0.892
C14 0.952 5.828 -0.471
C15 -0.081 5.642 -1.393
C16 -0.003 6.174 -2.665
C17 1.172 6.805 -3.074
C18 2.211 6.993 -2.210
C19 2.065 6.568 -0.885
S5 -1.115 2.735 3.129
H12 -0.974 5.069 -1.163
H13 -0.825 5.973 -3.345
H14 1.184 7.263 -4.029
H15 3.154 7.448 -2.501
H16 2.831 6.827 -0.179
C20 0.329 -3.686 2.554
As1 1.345 -2.298 1.478
C21 3.246 -2.937 1.928
C22 1.180 -3.071 -0.435
C23 1.892 -4.328 -0.736
C24 3.198 -4.290 -1.315
C25 3.883 -5.427 -1.652
C26 3.233 -6.643 -1.435
C27 1.903 -6.701 -0.963
C28 1.184 -5.554 -0.607
H17 0.324 -4.624 1.970
H18 -0.700 -3.407 2.594
H19 0.787 -3.834 3.586
H20 3.230 -4.016 2.127
H21 3.497 -2.435 2.874
H22 3.941 -2.681 1.115
H23 1.551 -2.187 -1.061
H24 0.101 -3.076 -0.467
H25 3.646 -3.326 -1.532
H26 4.899 -5.447 -2.041
H27 3.790 -7.582 -1.614
H28 1.463 -7.695 -0.832
H29 0.170 -5.531 -0.234